No. 1
C19H14CrI2N6O3S2 | wB97M-V/def2-TZVPD

## Properties
Electronic energy, eV: -101311.855
Energy relative to the best compared isomer or geometry (same formula, charge and spin), kJ/mol: 0.0
Spin multiplicity: 5
⟨S²⟩: 6.015
Orbital gap (alpha / beta), eV: 7.2 / 7.4
HOMO (alpha / beta), eV: -7.18 / -7.46

Geometry as XYZ:
```
47
C19H14CrI2N6O3S2, DFT wB97M-V/def2-TZVPD
Cr 0.06490 0.27769 -0.04431
I -4.14467 3.33457 -0.08554
C -3.96309 1.26915 -0.03698
C -5.11788 0.46465 -0.00926
C -5.04449 -0.90018 0.02086
I -6.81544 -2.00345 0.06163
C -3.77903 -1.54154 0.02514
C -3.55873 -2.93772 0.05467
C -2.28719 -3.43199 0.05637
C -1.20120 -2.53994 0.02936
N -1.36727 -1.23797 0.00091
C -2.63424 -0.72348 -0.00206
C -2.69331 0.71648 -0.03504
O -1.58565 1.38180 -0.06056
H -6.08577 0.94734 -0.01238
H -4.40834 -3.60750 0.07585
H -2.09943 -4.49603 0.07902
H -0.18027 -2.89768 0.03219
N 0.61499 0.94571 3.50697
C 1.13613 1.87146 2.66188
N 1.11511 1.74970 1.36063
C 1.67433 2.86052 0.75177
C 2.11711 3.82270 1.58592
S 1.85867 3.34143 3.22103
C 1.67685 2.87218 -0.71568
C 2.10694 3.85312 -1.53457
S 1.85641 3.39374 -3.17671
C 1.14370 1.91122 -2.64321
N 1.12943 1.76449 -1.34360
N 0.62571 0.99945 -3.50631
H 0.73344 -0.00867 3.16228
H 0.83001 1.05925 4.48392
H 2.55193 4.77704 1.34517
H 2.52539 4.81026 -1.27705
H 0.84437 1.13477 -4.48022
H 0.77462 0.03662 -3.18966
O 1.78142 -1.44355 2.21106
C 2.19550 -1.60986 1.07488
C 3.38543 -2.49296 0.73598
C 3.40354 -2.50172 -0.78461
C 2.23552 -1.60580 -1.16277
O 1.86933 -1.42097 -2.31227
N 1.63643 -1.07450 -0.05226
H 3.24214 -3.47494 1.18578
H 4.27769 -2.05901 1.18707
H 3.24362 -3.48748 -1.22124
H 4.31531 -2.09837 -1.22404
```

***

No. 2
C19H14N6ReS | wB97M-V/def2-TZVPD

## Properties
Electronic energy, eV: -41819.173
Energy relative to the best compared isomer or geometry (same formula, charge and spin), kJ/mol: 0.0
Total charge: +2
Spin multiplicity: 2
⟨S²⟩: 0.760
Orbital gap (alpha / beta), eV: 6.8 / 6.7
HOMO (alpha / beta), eV: -15.29 / -15.32

Geometry as XYZ:
```
41
C19H14N6ReS, DFT wB97M-V/def2-TZVPD
Re 0.30982 -0.55667 -0.59756
C 1.43298 2.19884 0.45602
C 0.58436 1.54733 1.50253
C 0.37650 2.14015 2.74577
C -0.36645 1.49521 3.70855
C -0.90441 0.22146 3.45226
C -1.65430 -0.52266 4.39749
C -2.11976 -1.76958 4.08330
C -1.85256 -2.33316 2.81983
C -1.13748 -1.62199 1.88699
S -0.69375 -2.27548 0.30817
C -0.66520 -0.33959 2.18767
N 0.04819 0.34104 1.21633
H 1.61972 3.24260 0.69768
H 0.96255 2.17430 -0.53304
H 2.40519 1.70167 0.39379
H 0.81093 3.11036 2.93979
H -0.53034 1.96154 4.67263
H -1.84575 -0.08945 5.37063
H -2.68790 -2.33917 4.80502
H -2.20556 -3.33109 2.59068
N 1.96310 -1.19815 -1.24941
C 3.14802 -1.40591 -1.28934
C 4.45397 -1.62108 -1.36133
C 4.98414 -2.89686 -0.99160
N 5.40505 -3.92489 -0.70278
C 5.28537 -0.53699 -1.78967
N 5.91092 0.37370 -2.10179
N -0.47997 -1.35659 -3.55484
C -1.19092 -0.28256 -3.17910
C -2.20926 0.23699 -4.00155
C -2.92293 1.32485 -3.59503
C -2.64413 1.93057 -2.35036
C -1.67137 1.39662 -1.57901
N -0.93638 0.29097 -1.96716
H -0.67839 -1.78244 -4.44677
H 0.40827 -1.59503 -3.14083
H -2.39540 -0.23619 -4.95579
H -3.69925 1.72810 -4.23158
H -3.19216 2.79539 -2.00823
H -1.42546 1.80384 -0.60836
```

***

No. 3
C19H15AsEuF10N | wB97M-V/def2-TZVPD

## Properties
Electronic energy, eV: -128776.237
Spin multiplicity: 7
⟨S²⟩: 12.082
Orbital gap (alpha / beta), eV: 4.0 / 5.7
HOMO (alpha / beta), eV: -4.87 / -8.80

Geometry as XYZ:
```
47
C19H15AsEuF10N, DFT wB97M-V/def2-TZVPD
Eu -0.51986 -0.74506 0.16324
C 0.35774 -1.02726 -4.69866
C -0.59846 -0.52976 -3.66776
C -1.91956 -0.97736 -3.63366
C -2.81986 -0.47026 -2.70796
C -2.42986 0.51764 -1.80656
C -1.10576 0.99694 -1.83456
C -0.20476 0.46364 -2.76656
H 0.31984 -0.36576 -5.56366
H 0.09414 -2.03036 -5.02266
H 1.37764 -1.03156 -4.31766
H -2.24356 -1.70536 -4.36016
H -3.84726 -0.80016 -2.70996
H -3.18156 0.99004 -1.17976
H -0.83416 1.91954 -1.31976
H 0.78864 0.89234 -2.85386
F 4.67824 -1.77336 2.26874
C 3.69284 -0.88986 2.33904
C 2.54874 -1.10606 1.56864
C 1.51684 -0.19836 1.62104
C 1.59144 0.96974 2.39704
C 2.75874 1.12654 3.16814
F 2.92084 2.20554 3.93844
C 3.79744 0.21404 3.15894
C 0.49344 1.94504 2.31804
C 0.40324 3.07884 3.12804
C -0.66446 3.94624 2.99134
C -1.63076 3.66534 2.04054
C -1.46886 2.53354 1.26144
N -0.44476 1.68294 1.37484
H 2.55284 -2.00906 0.96144
H 4.67394 0.37564 3.76694
H 1.15594 3.29494 3.86464
H -0.73906 4.82384 3.61394
H -2.48666 4.30504 1.90294
H -2.21096 2.29614 0.51014
F 1.14064 -1.46206 -1.15066
As 0.48714 -3.25916 -1.05336
F -1.14486 -2.31146 -1.19316
F 0.32744 -2.82056 0.72634
F -0.28736 -4.73846 -0.80476
F 2.09014 -3.79516 -0.78716
F 0.56254 -3.39306 -2.75686
F -2.07376 -2.29776 1.27984
C -2.02736 -1.08776 2.00904
F -2.66286 -0.22926 1.01414
H -2.78396 -1.18936 2.80244
```

***

No. 4
C19H15BF6N5SV | wB97M-V/def2-TZVPD

## Properties
Electronic energy, eV: -80902.457
Energy relative to the best compared isomer or geometry (same formula, charge and spin), kJ/mol: 10.4
Total charge: +1
Spin multiplicity: 2
⟨S²⟩: 0.792
Orbital gap (alpha / beta), eV: 6.7 / 7.3
HOMO (alpha / beta), eV: -11.72 / -11.86

Geometry as XYZ:
```
48
C19H15BF6N5SV, DFT wB97M-V/def2-TZVPD
V -0.45783 0.00781 0.77268
C 3.32117 0.73011 2.62803
C 2.23945 0.55986 1.62959
N 0.99703 0.80060 1.86141
N 0.64075 1.17727 3.13266
C -0.61467 1.54678 3.24484
N -1.02449 1.90932 4.45930
S -1.72239 1.64106 1.89412
C 2.48218 0.14143 0.24434
C 3.74443 -0.00558 -0.28773
C 3.86856 -0.27477 -1.64228
C 2.72122 -0.37184 -2.40753
C 1.49098 -0.24953 -1.78900
N 1.35717 -0.01499 -0.48033
H 2.89899 0.93233 3.60436
H 3.97325 1.55991 2.34168
H 3.93136 -0.17445 2.67295
H -0.42667 1.70151 5.24314
H -2.00715 2.03519 4.63193
H 4.61119 0.11021 0.34866
H 4.84586 -0.39309 -2.09291
H 2.76335 -0.55861 -3.47140
H 0.58361 -0.35943 -2.36277
F -1.13324 -4.88058 -1.24999
C -1.35124 -3.57136 -1.36985
C -0.68599 -2.70545 -0.51693
C -0.92105 -1.35078 -0.67329
C -1.77863 -0.86491 -1.66610
C -2.42462 -1.78917 -2.47444
F -3.26835 -1.36612 -3.42806
C -2.22864 -3.14529 -2.34694
C -1.81028 0.59280 -1.80285
C -2.39000 1.31962 -2.83165
C -2.18279 2.68526 -2.88960
C -1.39543 3.30596 -1.92962
C -0.88331 2.53919 -0.91192
N -1.09391 1.21185 -0.83340
H -0.03962 -3.11527 0.24677
H -2.74114 -3.84606 -2.99146
H -2.97746 0.81378 -3.58023
H -2.62605 3.26364 -3.69051
H -1.19643 4.36808 -1.95303
H -0.29867 2.97976 -0.11834
F -0.03304 -1.53864 2.07009
B -1.42201 -1.83788 2.64687
F -2.19077 -1.21362 1.59086
F -1.60763 -3.16652 2.71947
F -1.53703 -1.13938 3.80838
```

***

No. 5
C19H15Cl2N3OS | wB97M-V/def2-TZVPD

## Properties
Electronic energy, eV: -62343.728
Energy relative to the best compared isomer or geometry (same formula, charge and spin), kJ/mol: 3.7
Orbital gap, eV: 7.5
SMILES: Cc1ccccc1[C@@H]1CC(c2ccc(Cl)c(Cl)c2)=NN1c1nc(O)cs1
HOMO, eV: -7.61

Geometry as XYZ:
```
41
C19H15Cl2N3OS, DFT wB97M-V/def2-TZVPD
C 2.13861 -0.57294 3.23975
C 0.79755 -1.12310 2.86827
C 0.08512 -1.77781 3.87947
C -1.19817 -2.30088 3.63631
C -1.79630 -2.10344 2.37363
C -1.05652 -1.44863 1.35683
C 0.23918 -0.98323 1.59939
C 0.95625 -0.15611 0.51449
C 0.42630 1.27148 0.41416
C -0.06899 1.31825 -1.00175
C -0.76059 2.52775 -1.54346
C -1.51467 2.44076 -2.75943
C -2.33265 3.53180 -3.15007
C -2.37291 4.69816 -2.37319
Cl -3.42682 5.97427 -2.92458
C -1.60461 4.80825 -1.20536
Cl -1.58734 6.27312 -0.19808
C -0.83367 3.71645 -0.81593
N 0.05053 0.19403 -1.65485
N 0.67843 -0.71080 -0.84393
C 1.20848 -1.92788 -1.26047
N 0.93370 -2.36948 -2.47163
C 1.52909 -3.58942 -2.68148
O 1.25754 -4.30600 -3.79261
C 2.33814 -4.06472 -1.69639
S 2.26322 -2.97227 -0.33181
H 2.46786 -0.90114 4.23455
H 2.15452 0.54641 3.26701
H 2.84905 -0.90212 2.47486
H 0.56004 -1.89808 4.88460
H -1.74688 -2.80315 4.40437
H -2.78301 -2.47881 2.09704
H -1.45163 -1.32469 0.32890
H 2.03581 -0.09462 0.69142
H -0.38388 1.51675 1.11110
H 1.20567 1.98782 0.54724
H -1.46134 1.50050 -3.32114
H -2.96165 3.44451 -4.02617
H -0.28633 3.82141 0.10922
H 0.65471 -3.71838 -4.28205
H 2.79815 -5.04404 -1.69825
```

***

No. 6
C19H15Cl3IrN4O2S3 | wB97M-V/def2-TZVPD

## Properties
Electronic energy, eV: -102893.931
Total charge: +2
Spin multiplicity: 6
⟨S²⟩: 8.830
Orbital gap (alpha / beta), eV: 8.2 / 5.5
HOMO (alpha / beta), eV: -13.76 / -14.23

Geometry as XYZ:
```
47
C19H15Cl3IrN4O2S3, DFT wB97M-V/def2-TZVPD
Ir 0.04494 2.07270 0.40758
Cl 0.70108 5.24222 6.84288
C 0.92738 4.32735 5.44739
C -0.06049 4.40302 4.42486
C 0.12332 3.66542 3.31187
Cl -1.06540 3.71597 2.03234
C 1.27285 2.81115 3.11323
O 1.45436 2.12730 2.07621
C 2.24952 2.78622 4.19077
Cl 3.61202 1.80467 3.98556
C 2.06898 3.52597 5.32485
H -0.92343 5.04250 4.55251
H 2.80042 3.49725 6.12052
N 0.87729 1.94931 -1.44488
C 1.45608 1.85006 -2.44845
N 2.09043 1.76699 -3.56276
C 2.22065 0.48783 -4.31690
C 1.61591 0.69097 -5.68902
O 2.22127 1.79368 -6.33449
C 1.96705 3.00550 -5.65029
C 2.59096 2.97881 -4.27194
H 1.72946 -0.30725 -3.76003
H 3.28636 0.27325 -4.39143
H 0.53290 0.84498 -5.60787
H 1.79826 -0.18761 -6.30371
H 0.88772 3.18386 -5.57842
H 2.41591 3.80684 -6.23286
H 2.33470 3.86136 -3.68949
H 3.67500 2.88820 -4.33294
S 0.89135 -4.23434 1.51337
C -0.21365 -3.06620 1.25731
S 0.28319 -1.41597 1.06958
C -1.33327 -0.93346 0.85213
N -2.20744 -1.91892 0.91919
N -1.60890 -3.10118 1.14383
C -2.48939 -4.22076 1.22895
C -3.85999 -3.98831 1.02059
C -4.74090 -5.04351 1.09220
C -4.28057 -6.32863 1.36883
C -2.92401 -6.54940 1.57640
C -2.01828 -5.51015 1.51043
S -1.87225 0.67208 0.60391
H -4.22229 -2.99642 0.80336
H -5.79445 -4.86316 0.93020
H -4.97822 -7.15389 1.42226
H -2.56079 -7.54472 1.79353
H -0.97569 -5.71157 1.67887
```

***

No. 7
C19H15F4I2N3OTi | wB97M-V/def2-TZVPD

## Properties
Electronic energy, eV: -76646.202
Energy relative to the best compared isomer or geometry (same formula, charge and spin), kJ/mol: 0.0
Total charge: +1
Spin multiplicity: 2
⟨S²⟩: 0.753
Orbital gap (alpha / beta), eV: 7.3 / 7.3
HOMO (alpha / beta), eV: -10.88 / -10.90

Geometry as XYZ:
```
45
C19H15F4I2N3OTi, DFT wB97M-V/def2-TZVPD
Ti 0.63047 -0.44193 0.00648
C 1.26038 -3.12106 1.61847
N 0.70039 -1.77390 1.86889
C 1.49411 -1.13114 2.93558
C -0.73244 -1.87955 2.31071
C -1.45270 -0.60361 1.89643
N -1.23018 -0.45414 0.45600
C -2.07183 -1.17909 -0.39325
C -1.48350 -2.08982 -1.26154
F -0.11672 -2.24574 -1.11241
C -2.17745 -2.82283 -2.19430
F -1.52786 -3.66723 -2.99051
C -3.55062 -2.68062 -2.26894
C -4.16887 -1.80397 -1.39823
F -5.48805 -1.64422 -1.44957
C -3.45344 -1.05450 -0.47408
F -4.09383 -0.20009 0.32684
H 1.20273 -3.73296 2.52249
H 2.30722 -3.03341 1.32675
H 0.70536 -3.60705 0.81929
H 1.53741 -1.77219 3.82064
H 1.03680 -0.18578 3.22507
H 2.51128 -0.94559 2.58936
H -0.77448 -2.08430 3.38453
H -1.17916 -2.72370 1.78322
H -1.03016 0.26520 2.41105
H -2.51035 -0.62836 2.15880
H -4.13029 -3.24135 -2.98795
I 0.86124 0.81503 -4.96573
C 1.24719 1.95292 -3.28741
C 1.53795 3.33594 -3.42679
C 1.80154 4.13592 -2.35274
I 2.22274 6.14560 -2.66269
C 1.77904 3.58257 -1.03648
C 2.02823 4.28742 0.15712
C 1.97152 3.64045 1.36451
C 1.65606 2.27757 1.39008
N 1.41275 1.57629 0.29732
C 1.48153 2.21691 -0.91461
C 1.22867 1.38905 -2.04431
O 0.97499 0.11415 -1.76453
H 1.55026 3.75715 -4.42271
H 2.26583 5.34210 0.10938
H 2.16203 4.15859 2.29245
H 1.60422 1.75526 2.33732
```

***

No. 8
C19H15F6N3O3S | wB97M-V/def2-TZVPD

## Properties
Electronic energy, eV: -57699.362
Energy relative to the best compared isomer or geometry (same formula, charge and spin), kJ/mol: 25.9
Orbital gap, eV: 8.3
SMILES: O=C(Nc1ccc(S(=O)(=O)C(F)(F)F)cc1)C1=CCN(c2ncccc2C(F)(F)F)CC1
HOMO, eV: -8.38

Geometry as XYZ:
```
47
C19H15F6N3O3S, DFT wB97M-V/def2-TZVPD
O 2.61810 4.31923 -0.16888
C 1.87399 3.38245 0.00207
N 1.60360 2.90844 1.26640
C 1.01577 1.69374 1.60075
C 0.17895 1.60697 2.71543
C -0.42869 0.40840 3.03466
C -0.18506 -0.69970 2.24543
S -0.94160 -2.25225 2.64734
O -1.04062 -3.08793 1.49250
O -2.06212 -2.09233 3.51347
C 0.43293 -3.02293 3.71450
F 1.54747 -3.14525 2.98849
F 0.70812 -2.20889 4.73726
F 0.10448 -4.21246 4.19269
C 0.67845 -0.65027 1.16617
C 1.28250 0.54722 0.84635
C 1.11402 2.70812 -1.08448
C -0.21321 2.61106 -1.05521
C -0.84383 1.83749 -2.17439
N -0.08064 0.61355 -2.31675
C -0.44298 -0.65051 -1.98823
N 0.43117 -1.57236 -2.42172
C 0.18458 -2.85777 -2.30847
C -0.98813 -3.36317 -1.77545
C -1.86387 -2.44732 -1.22439
C -1.59838 -1.08105 -1.27867
C -2.53166 -0.21773 -0.48969
F -3.47396 0.40995 -1.23608
F -3.22167 -0.90605 0.42877
F -1.91231 0.76075 0.20797
C 1.27661 0.84729 -2.77819
C 1.82748 2.21207 -2.30836
H 1.88093 3.51790 2.02626
H -0.00580 2.48535 3.31454
H -1.10372 0.31871 3.87022
H 0.86072 -1.54563 0.59370
H 1.97337 0.59780 0.02172
H -0.81829 2.98171 -0.24573
H -0.75020 2.38971 -3.12026
H -1.89791 1.64978 -2.01489
H 0.96859 -3.50570 -2.67828
H -1.18936 -4.41895 -1.73971
H -2.74857 -2.79389 -0.71525
H 1.30383 0.80017 -3.87280
H 1.89367 0.03043 -2.40263
H 2.90003 2.13996 -2.12949
H 1.68320 2.95389 -3.09871
```

***

Repeat the eighth record exactly.
C19H15F6N3O3S | wB97M-V/def2-TZVPD

## Properties
Electronic energy, eV: -57699.362
Energy relative to the best compared isomer or geometry (same formula, charge and spin), kJ/mol: 25.9
Orbital gap, eV: 8.3
SMILES: O=C(Nc1ccc(S(=O)(=O)C(F)(F)F)cc1)C1=CCN(c2ncccc2C(F)(F)F)CC1
HOMO, eV: -8.38

Geometry as XYZ:
```
47
C19H15F6N3O3S, DFT wB97M-V/def2-TZVPD
O 2.61810 4.31923 -0.16888
C 1.87399 3.38245 0.00207
N 1.60360 2.90844 1.26640
C 1.01577 1.69374 1.60075
C 0.17895 1.60697 2.71543
C -0.42869 0.40840 3.03466
C -0.18506 -0.69970 2.24543
S -0.94160 -2.25225 2.64734
O -1.04062 -3.08793 1.49250
O -2.06212 -2.09233 3.51347
C 0.43293 -3.02293 3.71450
F 1.54747 -3.14525 2.98849
F 0.70812 -2.20889 4.73726
F 0.10448 -4.21246 4.19269
C 0.67845 -0.65027 1.16617
C 1.28250 0.54722 0.84635
C 1.11402 2.70812 -1.08448
C -0.21321 2.61106 -1.05521
C -0.84383 1.83749 -2.17439
N -0.08064 0.61355 -2.31675
C -0.44298 -0.65051 -1.98823
N 0.43117 -1.57236 -2.42172
C 0.18458 -2.85777 -2.30847
C -0.98813 -3.36317 -1.77545
C -1.86387 -2.44732 -1.22439
C -1.59838 -1.08105 -1.27867
C -2.53166 -0.21773 -0.48969
F -3.47396 0.40995 -1.23608
F -3.22167 -0.90605 0.42877
F -1.91231 0.76075 0.20797
C 1.27661 0.84729 -2.77819
C 1.82748 2.21207 -2.30836
H 1.88093 3.51790 2.02626
H -0.00580 2.48535 3.31454
H -1.10372 0.31871 3.87022
H 0.86072 -1.54563 0.59370
H 1.97337 0.59780 0.02172
H -0.81829 2.98171 -0.24573
H -0.75020 2.38971 -3.12026
H -1.89791 1.64978 -2.01489
H 0.96859 -3.50570 -2.67828
H -1.18936 -4.41895 -1.73971
H -2.74857 -2.79389 -0.71525
H 1.30383 0.80017 -3.87280
H 1.89367 0.03043 -2.40263
H 2.90003 2.13996 -2.12949
H 1.68320 2.95389 -3.09871
```

***

electronic energy of number 1 (C19H14CrI2N6O3S2)?
-101311.855 eV